252
Properties=species:S:1:pos:R:3:forces:R:3:lowdin_charge:R:1 method="wB97M-V/def2-TZVPD" homo_lumo_gap_ev=2.850 total_charge=+4 homo_ev=-9.98
C -2.0168 0.5053 0.8888 1.2 3.8 -2.1 -0.38
O -0.6841 0.3841 0.3569 0.5 -1.4 -2.0 -0.11
O -2.4650 1.8188 0.5853 -0.5 -2.8 0.8 -0.23
C -2.9627 -0.6781 0.4877 -1.0 1.4 -0.5 -0.52
F -2.3873 -1.8787 0.3153 0.0 0.2 0.1 0.13
F -3.8813 -0.7717 1.4520 -0.1 -0.6 1.1 0.11
F -3.7741 -0.4663 -0.6179 1.2 0.0 -0.1 0.07
C -0.4389 0.3440 -1.0998 -0.2 1.9 0.2 -0.22
C 1.0625 0.3808 -1.3153 0.4 -1.4 0.4 -0.06
H 1.4649 0.5205 -2.3186 -0.8 0.0 -0.4 0.05
H 1.6085 1.1557 -0.7772 -0.4 0.0 0.4 0.06
H 1.4032 -0.6094 -1.0128 0.7 0.1 0.3 0.06
H -0.7953 1.2175 -1.6458 -0.6 0.7 0.7 0.08
H -0.9645 -0.4328 -1.6553 0.2 -0.9 0.6 0.09
H -1.7119 0.3720 1.9267 -0.9 -0.2 0.6 0.12
C 3.6411 -2.2279 3.6970 -1.0 2.7 1.0 -0.38
O 2.2296 -2.4591 3.2947 0.5 -1.2 0.5 -0.13
O 3.5926 -1.2965 4.7342 0.4 -2.9 -1.6 -0.24
C 4.4703 -3.6102 3.7960 -0.8 1.5 0.0 -0.61
F 5.7978 -3.4797 3.5897 0.8 1.2 0.9 0.12
F 4.2421 -4.3222 4.8505 0.1 -0.3 2.7 0.19
F 4.1819 -4.4456 2.8345 -1.7 -1.2 -3.1 0.14
C 1.9062 -2.6239 1.9218 -0.3 -0.2 0.1 -0.27
C 0.4762 -3.1286 1.8598 -0.3 0.3 0.3 -0.07
H -0.1663 -2.2574 1.9877 -0.3 -0.2 0.0 0.05
H 0.2080 -3.6015 0.9150 0.2 0.2 -0.2 0.05
H 0.2848 -3.8412 2.6621 0.1 0.0 0.1 0.09
H 2.5280 -3.3325 1.3747 0.4 0.1 0.2 0.09
H 1.9120 -1.6508 1.4308 0.4 0.1 -0.3 0.11
H 4.0409 -1.8025 2.7765 0.7 0.3 -0.5 0.11
C 3.8102 3.0449 -1.2466 0.3 -0.3 0.2 -0.08
C 4.8738 2.3358 -2.1725 0.9 2.5 -1.0 -0.68
C 4.2890 0.9920 -2.5988 -0.3 -0.6 0.3 -0.11
O 5.3581 3.1827 -3.1547 -1.5 -1.2 0.1 -0.34
H 2.8306 3.0280 -1.7243 -0.2 -0.1 -0.1 0.04
H 3.9856 4.0807 -0.9557 0.6 0.1 -0.7 0.06
H 3.7478 2.5630 -0.2709 -0.2 -0.6 0.2 0.02
H 5.7842 2.1025 -1.6203 0.1 -0.5 1.3 0.09
H 3.3800 1.1005 -3.1904 0.0 0.2 -0.6 0.03
H 3.9584 0.4012 -1.7445 -0.1 0.0 0.6 0.04
H 5.0098 0.3399 -3.0921 0.2 0.3 -0.5 0.06
C -0.7808 3.9777 -2.3567 -0.1 0.9 0.7 -0.07
C -1.2113 5.4727 -2.0616 -0.9 -2.0 1.3 -0.59
C -2.0045 5.9379 -3.2912 1.1 1.2 -0.5 -0.08
O -1.9666 5.5768 -0.8818 0.0 -1.0 -0.1 -0.33
H -0.0749 3.6276 -1.6035 0.0 -0.1 0.2 0.04
H -0.2839 3.8793 -3.3219 0.0 -0.1 -0.2 0.06
H -1.6949 3.3866 -2.3002 0.1 -0.3 -0.2 0.03
H -0.2799 5.9997 -1.8546 0.3 0.6 -0.9 0.11
H -1.5758 6.9161 -3.5091 -0.7 0.5 -0.1 0.07
H -3.0896 5.9974 -3.2069 0.1 0.1 0.5 0.07
H -1.8020 5.4138 -4.2252 0.2 -0.5 0.0 0.04
C 1.8466 -0.9541 -5.2497 0.3 -0.8 0.5 -0.09
O 1.3620 -0.0253 -6.1960 0.2 -1.1 0.0 -0.17
C 1.1367 1.2074 -5.6335 0.4 2.1 -1.6 -0.22
C 0.8276 2.1678 -6.8166 1.0 0.5 -0.6 -0.03
N 1.8537 2.1207 -8.0183 -1.5 -0.8 -0.8 0.10
H 1.8116 2.9841 -8.5407 -0.3 0.9 0.4 0.16
H 2.8172 2.1065 -7.7157 0.6 -0.7 0.5 0.17
C 1.6156 1.1390 -9.2154 0.7 -0.6 1.5 -0.06
C 2.8934 1.0243 -10.0341 0.2 -0.6 -0.1 -0.22
O 3.9178 0.4220 -9.2512 -0.3 0.1 -0.9 -0.19
C 5.1582 0.1835 -9.9815 0.5 0.1 1.9 -0.05
H 2.7123 -0.6011 -4.6893 0.2 0.4 -0.2 0.08
H 2.1300 -1.8889 -5.7334 -0.1 0.2 -0.3 0.10
H 1.1065 -1.2062 -4.4902 -0.5 0.1 0.0 0.08
H 2.0141 1.6517 -5.1636 0.3 -0.4 0.4 0.13
H 0.3154 1.2597 -4.9187 -0.3 -0.1 0.1 0.12
H 0.9906 3.2031 -6.5169 -0.5 -0.1 0.5 0.13
H -0.1659 2.0557 -7.2507 0.2 -0.1 -0.1 0.12
H 0.7294 1.4650 -9.7600 0.3 0.4 -0.1 0.13
H 1.3856 0.1637 -8.7866 0.1 0.1 0.2 0.12
H 3.2283 1.9716 -10.4567 0.0 0.3 0.0 0.13
H 2.6506 0.3735 -10.8742 -0.1 0.0 -0.3 0.14
H 5.8082 -0.1642 -9.1786 0.2 0.3 0.1 0.09
H 5.5732 1.1232 -10.3459 -0.2 -0.1 -0.4 0.10
H 5.2409 -0.6611 -10.6655 -1.1 0.3 -0.5 0.09
C 2.0030 6.8801 2.8235 1.4 0.1 -0.3 -0.11
O 1.2509 5.7141 2.7768 -1.9 -1.0 0.6 -0.24
C 1.4185 4.9623 1.5507 -0.8 0.5 1.8 -0.13
C 0.4031 3.8288 1.5400 -1.0 0.0 0.2 -0.06
N -1.0799 4.1891 1.6938 1.6 -0.5 0.7 0.09
H -1.2377 4.8266 0.9264 -1.0 1.4 -1.2 0.10
H -1.5450 3.3438 1.3949 -0.9 -1.2 -0.5 0.09
C -1.6491 4.6337 3.0283 0.7 -0.7 -1.1 -0.05
C -1.4777 3.6209 4.1923 1.4 1.2 0.1 -0.23
O -1.8686 2.2869 4.1005 -1.0 0.3 -1.6 -0.19
C -3.3110 2.2756 4.0832 0.2 -0.4 1.2 -0.06
H 2.9996 6.4782 2.6411 0.8 1.0 0.2 0.09
H 1.9300 7.4199 3.7677 -0.1 -0.6 0.3 0.09
H 1.7909 7.6487 2.0802 -0.4 -0.3 -0.5 0.10
H 2.3761 4.4442 1.6018 0.4 0.3 -0.6 0.11
H 1.3063 5.7435 0.7989 0.1 -0.7 -0.8 0.14
H 0.5409 3.0519 2.2920 0.7 0.2 0.1 0.12
H 0.4536 3.3276 0.5733 0.0 0.0 0.0 0.12
H -2.6855 4.8762 2.7933 0.1 0.2 0.3 0.13
H -1.0353 5.5087 3.2420 -0.5 0.1 0.4 0.11
H -1.9427 4.0823 5.0635 -0.4 0.2 0.1 0.12
H -0.4159 3.6377 4.4380 0.2 -0.2 -0.1 0.11
H -3.8318 3.0011 3.4583 0.6 0.0 -0.5 0.08
H -3.5416 2.5516 5.1122 -0.7 -0.2 0.1 0.10
H -3.6769 1.2764 3.8468 0.2 0.1 0.0 0.09
C 3.4804 -2.6531 -2.3481 0.7 1.0 0.0 -0.09
O 3.7601 -2.2833 -1.0064 0.4 -0.3 1.5 -0.20
C 4.7340 -3.0750 -0.2810 -0.7 -0.7 -1.5 -0.19
C 6.0900 -3.1504 -0.9904 0.4 1.3 0.7 -0.06
N 7.2106 -3.7039 -0.0238 -0.7 2.9 -0.9 0.11
H 6.9503 -4.6234 0.3033 0.2 -0.3 0.3 0.18
H 8.0354 -3.7126 -0.6066 0.4 -0.8 -0.2 0.17
C 7.6152 -2.7000 1.0837 0.3 -0.3 1.3 -0.07
C 8.5667 -3.3523 2.0967 1.2 0.2 2.0 -0.18
O 8.8715 -2.4019 3.1846 -0.5 0.0 -1.4 -0.20
C 9.8030 -2.7754 4.2234 0.1 -0.3 -0.5 -0.08
H 2.6547 -2.0802 -2.7701 -0.7 -0.2 0.9 0.06
H 3.3041 -3.7245 -2.4430 0.3 0.0 -0.4 0.10
H 4.2505 -2.1526 -2.9352 0.7 -1.1 -0.6 0.09
H 4.4071 -4.1137 -0.2323 -0.5 -0.2 0.3 0.12
H 4.8144 -2.7008 0.7396 -0.1 0.3 -0.3 0.10
H 6.3341 -2.1252 -1.2686 0.6 0.1 0.4 0.14
H 6.0961 -3.6549 -1.9566 0.0 -0.7 0.5 0.13
H 6.7524 -2.3647 1.6592 -0.1 -0.1 -0.4 0.11
H 8.1436 -1.8432 0.6655 -0.4 -0.1 -0.6 0.15
H 9.5268 -3.6676 1.6883 0.0 0.0 -0.5 0.13
H 8.1200 -4.2465 2.5313 -0.3 -0.1 0.1 0.12
H 10.0437 -1.9261 4.8628 -1.2 0.2 0.1 0.09
H 10.8314 -2.9652 3.9161 -0.1 -0.7 -0.9 0.09
H 9.3914 -3.6291 4.7620 0.2 0.1 0.3 0.09
C -5.9925 -2.8198 0.9786 -0.8 -1.0 -1.1 -0.08
O -4.9990 -3.8507 1.0985 -0.6 -0.1 0.4 -0.20
C -5.5947 -4.9758 1.7190 2.7 -1.1 0.3 -0.18
C -4.5375 -6.1484 1.8626 -1.5 -0.8 0.6 -0.08
N -4.1583 -6.8082 0.5771 -1.1 2.4 0.6 0.06
H -3.9490 -7.7818 0.7458 1.3 -0.2 0.0 0.18
H -5.0302 -6.8755 0.0718 -0.5 0.0 -0.4 0.17
C -3.2703 -5.9616 -0.3256 1.2 -1.4 0.1 -0.04
C -1.9222 -5.5273 0.3144 -1.3 0.2 -0.1 -0.23
O -1.2292 -6.6459 0.7092 0.4 -0.8 0.2 -0.17
C 0.1634 -6.6561 0.4511 0.9 -0.4 0.6 -0.07
H -6.1975 -2.2890 1.9083 0.3 0.2 -0.2 0.10
H -6.8942 -3.3389 0.6537 -0.6 0.0 0.4 0.09
H -5.8373 -2.2251 0.0784 0.9 0.5 0.6 0.09
H -6.4458 -5.3857 1.1752 -0.2 0.2 -0.3 0.13
H -5.8946 -4.8148 2.7545 -0.2 0.4 0.0 0.14
H -5.1123 -6.9486 2.3286 -0.2 0.1 0.4 0.14
H -3.6530 -6.1010 2.4978 0.0 0.9 -0.3 0.14
H -3.8150 -5.0829 -0.6708 -0.3 -0.4 0.1 0.13
H -3.1546 -6.7774 -1.0391 0.8 1.0 -1.1 0.14
H -2.1225 -4.8966 1.1806 -0.2 0.3 0.1 0.11
H -1.3558 -4.8885 -0.3632 -0.2 -0.1 -0.4 0.13
H 0.6780 -5.7061 0.5957 -0.5 0.4 -0.2 0.07
H 0.4054 -7.0652 -0.5298 -0.2 0.0 -0.1 0.10
H 0.6288 -7.2704 1.2218 -0.2 -0.4 -0.2 0.10
C 3.0129 1.2662 2.3018 0.1 -0.5 -0.5 -0.09
O 3.0169 2.5128 2.9483 0.3 0.3 1.5 -0.20
C 3.4729 2.3531 4.3000 -1.8 1.5 -0.4 -0.16
C 2.9853 3.6587 5.0372 0.9 -0.8 -0.6 -0.06
N 3.3068 3.5484 6.5062 1.0 0.8 -0.8 0.06
H 2.8812 2.7562 6.9659 -0.8 0.0 0.1 0.18
H 4.2889 3.3169 6.5515 0.6 -0.4 -0.1 0.17
C 3.2706 4.8318 7.3061 -0.6 -0.6 0.2 -0.06
C 1.8880 5.4340 7.5117 -1.1 1.8 -1.5 -0.14
O 1.2465 5.7015 6.2245 1.9 -2.2 -0.7 -0.25
C 0.0657 6.4557 6.1054 0.6 0.9 1.4 -0.07
H 2.2387 0.6275 2.7270 -0.1 -0.2 0.0 0.09
H 3.9761 0.7713 2.4260 0.1 -0.2 0.0 0.10
H 2.8459 1.4277 1.2369 -0.1 0.1 0.1 0.07
H 4.5570 2.2407 4.3089 0.1 0.0 0.2 0.14
H 2.9933 1.4986 4.7774 0.1 -0.5 -0.1 0.10
H 1.9398 3.9583 4.9649 0.2 -0.4 -0.4 0.11
H 3.6114 4.4558 4.6362 -0.3 0.3 0.3 0.14
H 3.9528 5.5374 6.8319 -0.2 -0.1 -0.3 0.15
H 3.7494 4.4979 8.2266 -0.3 0.6 0.4 0.14
H 2.0637 6.4380 7.8980 0.1 -0.1 0.8 0.14
H 1.1834 4.9067 8.1548 0.3 -0.3 0.2 0.13
H -0.4508 6.3259 7.0565 -0.8 0.2 -0.3 0.10
H -0.5098 6.2132 5.2120 0.2 -0.5 0.3 0.07
H 0.3618 7.4988 5.9938 -0.2 0.3 0.2 0.10
C -6.7719 1.1707 0.9696 0.4 0.4 1.1 -0.08
O -6.7256 2.4412 0.3177 -0.6 -0.6 -0.9 -0.18
C -5.7497 3.3771 0.7156 -0.2 0.3 1.7 -0.21
C -5.1506 4.2441 -0.3816 0.6 -0.4 0.2 -0.06
N -4.2809 3.4003 -1.2830 -1.9 0.5 -1.6 0.10
H -3.6765 3.9671 -1.8605 0.6 1.1 -0.1 0.11
H -3.6246 2.8862 -0.7128 0.6 -1.3 0.8 0.11
C -5.0982 2.5586 -2.2558 0.7 -1.4 0.2 -0.05
C -4.2110 1.8948 -3.3482 0.2 1.1 1.1 -0.19
O -3.5209 2.9773 -3.9371 -0.2 -0.1 -1.0 -0.19
C -2.7568 2.6890 -5.0949 0.5 -0.6 0.4 -0.09
H -7.6630 0.5767 0.7668 -0.1 0.5 -1.0 0.09
H -6.8737 1.2738 2.0499 0.3 0.4 0.3 0.09
H -5.8776 0.5671 0.8146 0.1 0.1 -0.3 0.06
H -5.0439 2.9244 1.4121 1.0 -0.6 -0.9 0.10
H -6.1501 4.0387 1.4837 -0.9 0.7 -0.4 0.13
H -4.5012 5.0127 0.0375 0.4 -0.3 0.2 0.13
H -5.8465 4.8525 -0.9592 -0.3 -0.6 -0.2 0.14
H -5.8852 3.1153 -2.7646 0.4 0.6 0.3 0.14
H -5.6140 1.8013 -1.6655 0.1 0.0 0.0 0.12
H -4.8504 1.3334 -4.0295 -0.3 0.2 -0.4 0.11
H -3.4957 1.1843 -2.9341 0.2 -0.1 0.3 0.11
H -3.2778 2.1063 -5.8546 -0.8 0.4 -0.2 0.07
H -1.9184 2.0250 -4.8844 0.4 -0.1 0.6 0.07
H -2.3196 3.5988 -5.5064 -0.5 0.1 0.1 0.09
C -8.1316 -4.7412 -6.1283 -1.0 0.3 0.1 -0.07
O -7.1018 -3.8730 -6.6095 0.5 -1.1 0.4 -0.21
C -7.5435 -2.8663 -7.4748 1.1 -0.2 0.0 -0.19
C -6.2585 -2.1697 -8.0254 -0.7 -0.4 0.2 -0.05
N -5.4983 -1.3934 -6.9539 -0.3 -1.2 -0.1 0.08
H -5.0099 -0.6248 -7.3907 0.7 0.0 -0.4 0.16
H -6.1640 -0.8949 -6.3808 -0.5 -0.2 0.6 0.17
C -4.5274 -2.2627 -6.0765 -1.0 2.1 -0.2 -0.03
C -3.4846 -1.2754 -5.5872 0.2 0.1 -0.1 -0.24
O -2.5061 -2.0064 -4.9267 0.8 0.0 -1.7 -0.14
C -2.6701 -2.1277 -3.5780 0.2 -0.1 2.4 -0.12
H -8.6556 -5.3281 -6.8827 0.5 0.0 -0.6 0.10
H -8.9362 -4.1436 -5.6998 0.0 0.2 0.4 0.09
H -7.7851 -5.4490 -5.3753 0.5 0.4 -0.1 0.09
H -8.2194 -2.2447 -6.8875 -0.1 0.8 -0.3 0.13
H -8.0891 -3.2738 -8.3260 -0.1 0.0 -0.2 0.14
H -6.4898 -1.5458 -8.8888 -0.1 0.5 0.4 0.14
H -5.5344 -2.8862 -8.4131 -0.3 -0.3 0.2 0.13
H -4.1540 -3.0887 -6.6817 -0.1 0.2 0.2 0.15
H -5.0882 -2.5411 -5.1842 -0.2 -0.7 -0.5 0.13
H -3.9344 -0.4985 -4.9690 -0.3 -0.2 0.6 0.10
H -3.0624 -0.6502 -6.3739 0.5 -0.5 -0.5 0.13
H -3.6155 -2.5713 -3.2657 -0.5 0.2 -0.1 0.09
H -2.4979 -1.1833 -3.0616 -0.4 0.3 0.1 0.07
H -1.9335 -2.7964 -3.1326 0.3 -0.1 -0.5 0.10
C 3.3461 -4.8116 8.3219 1.4 -0.5 1.1 -0.13
O 2.1334 -4.1753 8.1587 -2.2 1.1 -1.0 -0.17
C 2.2442 -2.8233 7.7023 0.7 -0.7 -0.5 -0.17
C 0.8686 -2.1730 7.4085 -0.8 0.5 -0.3 -0.03
N 0.9250 -0.9755 6.4203 1.0 0.2 0.0 0.06
H 1.4501 -0.2378 6.8679 0.6 -0.1 0.2 0.15
H 1.5215 -1.2803 5.6644 1.0 -0.2 -1.2 0.11
C -0.2885 -0.2085 5.8840 0.1 -2.1 -1.1 -0.02
C -0.9575 -0.9187 4.6135 0.1 -0.4 2.0 -0.15
O -1.1871 -2.2714 4.9878 -0.8 -0.4 0.6 -0.20
C -2.2882 -2.8511 4.2951 -0.3 0.2 0.0 -0.08
H 4.0363 -4.8678 7.4802 -0.4 0.4 -0.6 0.08
H 3.1872 -5.8427 8.6375 -0.4 0.1 0.0 0.10
H 3.8801 -4.3145 9.1317 0.4 0.0 0.2 0.09
H 2.8661 -2.8519 6.8075 -0.1 0.4 -0.4 0.10
H 2.8184 -2.2665 8.4428 -0.1 0.4 0.2 0.13
H 0.4520 -1.7088 8.3024 -0.3 -0.5 0.1 0.13
H 0.1666 -2.8318 6.8973 0.1 -0.3 0.5 0.12
H 0.0178 0.7821 5.5477 0.2 0.0 0.4 0.11
H -0.8820 -0.1930 6.7981 -0.9 0.3 -0.6 0.13
H -0.4230 -1.0002 3.6671 0.7 1.0 0.2 0.11
H -1.8794 -0.3561 4.4662 -0.2 -0.1 -0.1 0.10
H -2.7379 -3.7460 4.7252 1.0 -0.3 0.6 0.09
H -1.9846 -3.1000 3.2782 -0.3 0.3 -0.3 0.07
H -3.1547 -2.1936 4.3657 0.1 0.5 -0.6 0.09